Entry from OMol25: a molecular structure, C51H46AsN7O5PPbSe4 (ωB97M-V/def2-TZVPD).

```
116
C51H46AsN7O5PPbSe4 ωB97M-V/def2-TZVPD
Se 2.062 1.088 3.698
H -1.888 3.589 0.094
H -1.942 -0.846 6.653
C -1.726 3.399 1.161
H -0.025 -6.184 -2.002
C -1.511 1.125 -1.358
Se 1.068 -2.243 5.577
H 6.312 -1.584 3.523
Se 1.336 0.160 5.598
O 2.272 -3.597 -5.264
H -2.578 -1.747 4.509
C -2.383 6.350 -0.072
N -1.487 -1.206 2.192
C -1.963 -0.858 4.565
C -4.194 0.553 -1.609
H -0.982 4.957 2.527
N -0.049 -1.623 -1.451
C 1.850 2.029 -2.431
H -0.572 1.101 6.910
N -1.224 -3.390 0.705
Pb 0.740 -1.720 1.162
Se 1.291 -3.390 3.586
N 4.282 -1.675 2.900
C -3.007 7.775 -1.908
C 2.293 2.118 -1.118
H 3.770 -1.923 3.737
H -4.298 0.783 0.510
H -0.920 -2.883 -4.477
H -5.385 -0.123 3.049
C -1.625 2.141 3.895
As 0.374 5.470 0.493
C -1.458 -0.274 3.276
C 2.873 -2.875 -4.193
C 0.740 -5.646 -1.465
O 7.197 -0.514 -0.427
C -0.723 7.079 -1.634
C -3.656 0.800 -0.352
C 2.637 -4.257 -0.115
C 5.784 -1.171 1.396
H -3.762 8.321 -2.457
C 7.136 -0.909 0.829
H -4.168 1.808 3.444
H -1.404 8.352 -3.215
C 0.931 2.949 -2.907
C -0.728 0.808 5.873
H -5.249 0.324 -1.696
C 0.909 4.071 -0.773
C -3.903 -1.461 2.329
C 1.837 3.140 -0.303
H 4.101 -5.296 -1.283
H -2.672 5.799 0.814
C 0.453 3.960 -2.080
H -1.416 0.970 -3.490
H 0.173 3.696 2.168
C 5.596 -1.488 2.727
H -1.779 3.165 3.581
C -3.564 -3.717 0.504
H -0.644 2.935 5.516
H -4.376 7.054 -0.423
N 1.358 -4.047 0.170
C 2.074 -5.865 -1.764
H 0.551 -4.508 -5.804
C 0.409 -4.721 -0.478
N 3.589 -1.498 1.778
H 3.912 -2.706 -4.471
H 2.208 3.204 0.715
H -3.831 0.437 -3.723
H -4.565 -3.385 0.720
H -0.291 4.645 -2.464
N 0.730 -1.818 -3.775
C -0.623 4.305 1.725
C -3.627 0.956 3.047
H 0.063 -2.090 -5.725
H 0.309 7.113 -1.967
C 0.927 -3.914 -4.970
H 2.346 -6.572 -2.538
C -4.319 -0.186 2.844
H 6.265 -0.493 -0.843
C -1.686 7.786 -2.336
C -2.301 1.081 -0.206
H 0.572 2.882 -3.928
C -3.350 7.063 -0.769
C -3.401 0.615 -2.744
O 8.126 -1.060 1.512
C -1.062 6.332 -0.505
H 2.548 -1.077 -3.055
C -2.054 -5.180 -0.623
H -2.687 3.579 1.653
C -2.139 1.082 2.946
H 3.000 1.393 -0.737
H 0.882 -4.515 -4.050
C -1.012 -4.419 -0.116
H -1.873 -6.035 -1.253
H 2.221 1.239 -3.066
C 0.231 -1.693 -2.565
O 4.846 -0.573 -1.402
C -0.988 2.012 5.062
C -2.627 -1.821 1.918
C -2.467 -3.024 1.026
C -1.626 -0.351 5.742
C 4.001 -0.998 -0.574
H -4.700 -2.176 2.197
H 2.844 -3.476 -3.274
C -2.052 0.914 -2.614
C 4.478 -1.197 0.842
H -0.449 1.320 -1.260
O 2.815 -1.277 -0.818
C 3.049 -5.164 -1.077
P -1.327 1.572 1.284
H -0.404 -0.021 3.429
H -4.191 -5.368 -0.699
C 2.162 -1.557 -3.957
H 2.289 -0.892 -4.817
C -3.352 -4.810 -0.304
C 0.099 -2.652 -4.787
H 3.347 -3.666 0.448
```

Values from the calculation:
Lowest unoccupied orbital energy, eV: 1.6
Total charge: -1
Total energy, hartree: -15106.34592